# 1
{
  "formula": "C4H7Cl2N",
  "method": "ωB97M-V with the def2-TZVPD basis set",
  "species": ["C", "C", "C", "C", "N", "Cl", "Cl", "H", "H", "H", "H", "H", "H", "H"],
  "xyz": [[0.06295, -0.01372, 0.89152], [-1.33699, 0.25888, -1.68938], [2.37789, -0.22656, 1.01035], [-1.55317, -0.06690, -0.24284], [1.16505, -0.02289, 0.30286], [-2.49309, 1.38014, 0.39808], [-2.37623, -1.53827, 0.03432], [-0.21678, -0.00450, 1.97635], [-1.18419, 1.37132, -1.78635], [-2.11511, -0.17578, -2.31744], [-0.40542, -0.29686, -2.12593], [2.27011, 0.32417, 2.02027], [3.19631, 0.30366, 0.56847], [2.60866, -1.29270, 0.95972]],
  "forces_ev_per_a": [[-6.725, 0.023, -0.053], [2.768, -0.533, -1.322], [0.509, 0.147, -0.036], [2.069, 1.664, 2.001], [2.513, 1.170, -0.018], [0.212, -0.925, 0.221], [-0.370, -0.700, 0.189], [0.202, 0.095, -1.402], [-0.243, -1.398, -0.239], [-0.463, 0.592, 0.243], [-1.311, 1.061, 1.078], [0.022, -1.431, -1.144], [0.530, 0.283, -0.604], [0.289, -0.049, 1.085]],
  "total_charge": 0,
  "e_lumo_ev": [0.9, -2.7],
  "multiplicity": 3,
  "total_energy_ev": -30789.916
}

=====

# 2
{
  "formula": "C17H22PTl",
  "method": "ωB97M-V with the def2-TZVPD basis set",
  "species": ["Tl", "C", "P", "C", "C", "C", "C", "C", "C", "C", "C", "C", "C", "C", "C", "H", "H", "H", "H", "H", "H", "H", "H", "H", "H", "H", "H", "H", "C", "C", "C", "C", "H", "H", "H", "H", "H", "H", "H", "H", "H"],
  "xyz": [[-0.39045, -0.29528, 0.63618], [1.74912, 1.21069, 3.82398], [1.54544, 0.48693, 2.18465], [1.98760, -1.26494, 2.23106], [2.38220, -1.90687, 1.04793], [2.54221, -3.28760, 1.02285], [2.31249, -4.03438, 2.17028], [1.91664, -3.40367, 3.34522], [1.74150, -2.02916, 3.37638], [2.60645, 1.28418, 0.98386], [2.03097, 2.14141, 0.04239], [2.82833, 2.78823, -0.89235], [4.19976, 2.58725, -0.87694], [4.78263, 1.74778, 0.06985], [3.99176, 1.09352, 0.99637], [2.77084, 1.00517, 4.14824], [1.03790, 0.80471, 4.54101], [1.59639, 2.28649, 3.74553], [2.63256, -1.32725, 0.16456], [2.88385, -3.77217, 0.11694], [2.46166, -5.10593, 2.15845], [1.75225, -3.98427, 4.24319], [1.43294, -1.55747, 4.30157], [0.96472, 2.35309, 0.06338], [2.38209, 3.45768, -1.61521], [4.82495, 3.09313, -1.60085], [5.85541, 1.61073, 0.08292], [4.45025, 0.43539, 1.72573], [-1.90850, -3.52604, -2.37932], [-1.40270, -2.03652, -2.02153], [-0.10376, -1.71744, -2.72575], [-1.33714, -2.30875, -0.60991], [-2.02410, -3.47442, -3.46339], [-2.86935, -3.77288, -1.93591], [-1.16232, -4.28101, -2.14009], [-2.22028, -1.37014, -2.28782], [0.66855, -2.45368, -2.49311], [0.25539, -0.72701, -2.42700], [-0.24770, -1.70099, -3.80420], [-0.48459, -2.85646, -0.21079], [-2.23988, -2.32038, -0.00783]],
  "forces_ev_per_a": [[-0.150, -0.180, 0.016], [-0.177, 0.062, -0.015], [0.463, -0.078, -0.063], [-0.095, -0.069, 0.100], [-0.009, 0.008, -0.087], [0.034, 0.049, 0.012], [-0.003, 0.012, 0.042], [0.017, -0.034, -0.021], [-0.007, 0.055, 0.025], [0.024, 0.156, -0.055], [0.003, 0.025, -0.014], [-0.035, -0.013, 0.038], [0.059, -0.016, 0.014], [-0.042, 0.056, -0.072], [-0.009, -0.080, 0.096], [0.005, 0.020, 0.023], [0.009, -0.027, -0.007], [0.016, 0.002, 0.008], [-0.019, 0.021, 0.003], [-0.004, 0.008, 0.015], [-0.017, 0.008, -0.008], [0.001, 0.005, -0.010], [0.006, -0.003, -0.015], [0.000, -0.021, -0.011], [0.004, -0.009, 0.004], [-0.007, 0.000, 0.013], [-0.010, -0.018, 0.002], [-0.008, 0.001, -0.007], [0.116, 0.419, -0.385], [-0.323, -0.843, -0.153], [-0.009, 0.041, 0.060], [0.322, 0.943, 0.667], [-0.053, -0.162, 0.005], [0.008, 0.024, 0.024], [0.007, 0.014, 0.010], [0.027, 0.057, 0.015], [-0.015, 0.011, 0.000], [0.026, 0.017, -0.021], [0.024, -0.003, 0.000], [-0.122, -0.244, -0.133], [-0.060, -0.215, -0.115]],
  "total_charge": 2,
  "e_lumo_ev": -8.5,
  "total_energy_ev": -31951.109
}

=====

# 3
{
  "formula": "C7H9BrN2O2",
  "method": "ωB97M-V with the def2-TZVPD basis set",
  "species": ["C", "C", "Br", "C", "C", "C", "C", "C", "N", "N", "O", "O", "H", "H", "H", "H", "H", "H", "H", "H", "H"],
  "xyz": [[-3.31499, 0.86629, -0.41770], [-2.00544, 0.86427, 0.31995], [-1.30853, 2.62619, 0.60229], [-1.34553, -0.26614, 0.70829], [-0.32702, -0.33247, 1.72019], [0.96976, -0.45517, 1.56073], [1.68025, -0.40417, 0.22522], [1.28676, -1.03435, -0.93527], [1.80847, -0.90823, -2.19872], [2.87874, 0.35170, 0.22430], [3.27399, 0.91047, 1.20537], [3.52443, 0.43186, -0.81421], [-3.37376, 1.72983, -1.22159], [-4.03779, 0.96344, 0.26513], [-3.30246, -0.10837, -0.88631], [-1.74567, -1.24353, 0.60976], [-0.59569, -0.22435, 2.78500], [1.65009, -0.68768, 2.38671], [0.22399, -1.44654, -0.92067], [1.38956, -1.24749, -3.04114], [2.67085, -0.38559, -2.17733]],
  "forces_ev_per_a": [[3.615, 1.034, -3.738], [0.915, -1.127, -0.139], [0.064, -0.588, 0.298], [-1.457, 2.808, 0.266], [1.057, 0.757, 1.800], [1.998, -0.654, -1.542], [-0.621, -0.955, 0.261], [-2.189, 0.903, -1.240], [0.081, -0.098, 2.148], [0.357, -0.232, -0.660], [-0.224, 0.538, 1.986], [0.378, -0.194, -1.377], [0.093, -1.879, 1.638], [-3.133, 0.401, 2.364], [-0.734, -0.167, -0.380], [-1.051, -0.651, -0.917], [-0.494, -0.445, -0.546], [-0.421, 0.612, -0.071], [1.767, 0.078, 0.172], [-0.235, -0.206, 0.207], [0.235, 0.063, -0.529]],
  "total_charge": 0,
  "e_lumo_ev": 0.2,
  "smiles": "C/C(Br)=C/C=C\\C(=C\\N)[N+](=O)[O-]",
  "total_energy_ev": -84517.678
}

=====

Q: What is the formula in the third record?
A: C7H9BrN2O2